19
Properties=species:S:1:pos:R:3:forces:R:3 method="wB97M-V/def2-TZVPD" total_charge=0 gap_ev=8.33 e_tot_ev=-9830.5523 relative_energy_ev=3.354
C 1.719658 0.727498 0.928259 0.7 -0.1 -0.9
C 1.127068 -0.642677 0.962462 -0.3 0.1 -0.1
C -1.881908 1.204381 -0.198658 0.2 -0.2 -0.2
C -0.238578 -1.743558 -0.968115 0.0 0.2 0.1
N 1.570330 1.168076 -0.306648 -1.0 -0.2 1.4
N -1.146869 0.227385 0.559068 1.9 -0.4 -1.3
C 0.191408 -0.488606 -0.250206 -2.5 0.2 2.5
N 0.719967 0.502411 -1.081126 0.7 0.5 -1.0
H 1.917856 2.056277 -0.655017 0.1 -0.2 0.1
H -1.584261 -0.176780 1.379352 0.3 -0.3 -0.5
H 2.390295 1.185597 1.625098 0.2 0.2 0.1
H 1.876571 -1.435567 0.818197 0.1 0.2 0.0
H 0.575516 -0.853297 1.879033 0.1 -0.1 -0.1
H -1.229834 2.049861 -0.456810 -0.3 0.1 0.2
H -2.223059 0.806578 -1.163146 -0.3 0.0 0.0
H -2.746300 1.558786 0.370483 0.1 0.0 -0.1
H -0.830883 -2.358958 -0.293712 0.0 -0.1 0.0
H 0.635134 -2.304297 -1.311876 -0.1 0.1 0.0
H -0.842110 -1.483110 -1.836639 0.0 0.0 0.0



19
Properties=species:S:1:pos:R:3:forces:R:3 method="wB97M-V/def2-TZVPD" total_charge=0 gap_ev=9.32 e_tot_ev=-9832.1093 relative_energy_ev=1.797
C -1.124955 -1.258785 -0.294220 -0.9 -0.5 -1.9
N 0.056678 -1.740117 -0.481641 -0.9 1.8 2.8
C 0.994268 -1.141707 0.547306 -1.1 -0.9 0.6
C 1.814914 -0.055149 -0.071243 0.9 -0.8 -1.2
N 1.237774 1.218966 0.091489 0.6 0.7 -1.4
C -0.014111 1.478873 -0.548489 1.3 -0.3 -1.1
C -1.248289 1.212107 0.226227 -1.1 0.7 0.6
N -1.694440 -0.175273 0.430432 1.7 -0.4 -0.1
H -1.886741 -1.728085 -0.924431 -0.1 -0.2 0.1
H 1.595661 -1.961872 0.930241 0.1 -0.1 -0.1
H 0.380733 -0.731131 1.424210 0.9 -0.5 -1.0
H 1.842014 -0.292055 -1.164917 0.2 0.3 0.7
H 2.870276 -0.046386 0.254092 -0.5 0.0 0.1
H 1.226624 1.501649 1.016554 0.1 0.7 2.2
H 0.036855 2.528523 -0.812477 -0.6 0.4 -0.1
H 0.052945 0.914267 -1.481740 -0.5 0.1 -0.2
H -1.089025 1.711447 1.210727 -0.4 -0.2 -0.5
H -2.066616 1.735155 -0.328405 0.4 -0.2 0.6
H -2.693774 -0.168581 0.436705 -0.3 -0.6 -0.2



20
Properties=species:S:1:pos:R:3:forces:R:3 method="wB97M-V/def2-TZVPD" total_charge=0 gap_ev=8.26 e_tot_ev=-11877.9905 relative_energy_ev=3.780
C 0.682449 1.095195 0.938799 0.0 0.1 0.1
C 1.011164 0.157865 2.105619 -0.1 0.1 -0.1
C 0.274515 -2.171979 -1.837486 0.2 0.0 -0.1
C -0.253392 0.396712 -0.022510 -0.2 -0.2 -0.1
C -0.658307 -1.095732 -1.904122 0.0 0.1 0.0
N 0.162752 2.362966 1.441473 0.0 -0.2 -0.1
O -1.495385 0.229942 0.448073 0.4 0.1 -0.2
N 0.129889 -0.020827 -1.184613 -0.4 0.0 0.3
N -1.753398 -0.883098 -2.523039 0.2 0.1 0.2
H -2.029384 -0.284139 -0.185675 0.1 0.0 -0.1
H 1.595602 1.302502 0.378720 0.0 0.0 0.0
H -0.705745 2.225441 1.946623 0.0 0.0 0.0
H -0.012940 3.019501 0.689428 0.0 0.0 0.0
H -1.981510 0.110709 -2.563307 0.0 0.0 0.0
H 1.728740 0.647888 2.762917 0.0 0.0 0.0
H 1.438880 -0.780961 1.749574 0.0 0.0 0.0
H 0.110296 -0.070101 2.678378 0.0 0.0 0.0
H 1.039817 -0.757863 -1.488542 -0.1 -0.1 -0.1
H 0.505775 -2.536401 -0.838114 0.0 0.1 0.0
H 0.210182 -2.947621 -2.592192 -0.1 0.0 0.0